Entry 1:
Computed, not measured: a cluster of 3 separate species, C4H6O2 in total, with the ωB97M-V functional and the def2-TZVPD basis.

```
! RIJCOSX wB97M-V def2-TZVPD def2/J DEFGRID3
* xyz 0 1
O 2.385 -1.207 0.497
C 1.340 -0.803 0.678
C 0.565 0.681 -1.338
C -0.741 0.897 -1.216
O -1.736 -0.160 0.960
C -0.931 -0.741 1.642
H 0.954 -0.187 -1.865
H 1.301 1.372 -0.931
H -1.133 1.767 -0.696
H -1.477 0.205 -1.614
H -0.743 -1.829 1.542
H -0.340 -0.239 2.433
*
```

Results
**Kohn-Sham gap**: 0.391 Eh

Atom charges from the natural (NBO) analysis, given in e for atoms 1 to 6:
1. O -0.50
2. C 0.54
3. C -0.45
4. C -0.34
5. O -0.53
6. C 0.26


Entry 2:
Computed, not measured: a structure of composition C4H6O2, with the ωB97M-V functional and the def2-TZVPD basis.

```
! RIJCOSX wB97M-V def2-TZVPD def2/J DEFGRID3
* xyz 0 1
O 1.071 -1.309 1.107
C 1.150 0.002 0.875
C 0.407 0.800 -0.154
C -0.433 -0.226 -0.963
C -1.326 0.024 0.202
O -0.835 1.362 0.299
H 2.145 0.354 1.147
H 1.033 1.562 -0.631
H -0.042 -1.215 -1.216
H -0.746 0.327 -1.858
H 0.124 -1.522 1.006
H -2.407 -0.121 0.237
*
```

Results
**Kohn-Sham gap (spin up / spin down)**: 0.266 / 0.330 Eh

Atom charges from the natural (NBO) analysis, given in e for atoms 1 to 6:
1. O -0.65
2. C 0.11
3. C -0.01
4. C -0.50
5. C 0.06
6. O -0.47


Entry 3:
Computed, not measured: an isolated molecule of C4H6O2, with the ωB97M-V functional and the def2-TZVPD basis.

```
! RIJCOSX wB97M-V def2-TZVPD def2/J DEFGRID3
* xyz 0 1
C -1.402 -0.453 -0.345
C 0.047 -0.131 -0.591
C 0.785 0.999 0.068
O 0.392 1.195 1.424
C 1.155 -0.409 0.382
O 0.681 -0.209 1.715
H -1.636 -1.469 -0.678
H -1.632 -0.373 0.720
H -2.042 0.247 -0.892
H 0.401 -0.229 -1.618
H 1.203 1.850 -0.457
H 2.047 -1.019 0.271
*
```

Results
**Structure (SMILES)**: C[C@H]1[C@H]2OO[C@@H]12
**Kohn-Sham gap**: 0.379 Eh

Atom charges from the natural (NBO) analysis, given in e for atoms 1 to 6:
1. C -0.62
2. C -0.27
3. C 0.04
4. O -0.24
5. C 0.04
6. O -0.24


Entry 4:
Computed, not measured: an isolated molecule of C4H6O2, with the ωB97M-V functional and the def2-TZVPD basis.

```
! RIJCOSX wB97M-V def2-TZVPD def2/J DEFGRID3
* xyz 0 1
O -1.881 0.705 -0.065
C -0.988 -0.296 -0.403
C 0.234 -0.045 -1.153
C 0.273 -0.603 0.363
C 1.156 0.312 1.113
O 1.632 1.313 0.623
H -1.625 1.051 0.796
H -1.472 -1.222 -0.692
H 0.605 -0.654 -1.964
H 0.477 1.020 -1.266
H 0.265 -1.634 0.754
H 1.472 -0.004 2.127
*
```

Results
**Structure (SMILES)**: O=C[C@@H]1C[C@@H]1O
**Kohn-Sham gap**: 0.389 Eh

Atom charges from the natural (NBO) analysis, given in e for atoms 1 to 6:
1. O -0.69
2. C 0.12
3. C -0.38
4. C -0.42
5. C 0.41
6. O -0.54


Entry 5:
Computed, not measured: a cluster of 2 separate species, C4H6O2 in total, with the ωB97M-V functional and the def2-TZVPD basis.

```
! RIJCOSX wB97M-V def2-TZVPD def2/J DEFGRID3
* xyz 0 1
C 0.875 -0.265 -1.369
C 1.154 1.276 1.105
O 0.597 2.267 1.120
C -0.926 -0.560 1.302
C -1.168 -0.378 0.002
O -0.410 -0.812 -1.048
H 1.041 -0.604 -2.393
H 1.688 -0.634 -0.724
H 0.908 0.836 -1.369
H -0.045 -1.074 1.670
H -1.620 -0.147 2.029
H -2.094 0.096 -0.324
*
```

Results
**Kohn-Sham gap**: 0.378 Eh

Atom charges from the natural (NBO) analysis, given in e for atoms 1 to 6:
1. C -0.25
2. C 0.50
3. O -0.51
4. C -0.49
5. C 0.15
6. O -0.55


Entry 6:
Computed, not measured: an isolated molecule of C4H6O2, with the ωB97M-V functional and the def2-TZVPD basis.

```
! RIJCOSX wB97M-V def2-TZVPD def2/J DEFGRID3
* xyz 0 1
O -0.443 -1.109 -1.288
C 0.370 -0.033 -0.924
C -0.257 1.146 -0.265
C 0.563 0.173 0.559
C -0.097 -0.808 1.476
O 0.531 -1.512 2.230
H -1.073 -0.808 -1.956
H 1.249 0.115 -1.551
H 0.145 2.141 -0.439
H -1.339 1.091 -0.155
H 1.555 0.479 0.887
H -1.204 -0.875 1.427
*
```

Results
**Structure (SMILES)**: O=C[C@@H]1C[C@@H]1O
**Kohn-Sham gap**: 0.387 Eh

Atom charges from the natural (NBO) analysis, given in e for atoms 1 to 6:
1. O -0.70
2. C 0.10
3. C -0.44
4. C -0.36
5. C 0.45
6. O -0.52


Values of relative energy (zero: lowest compared OMol25 entry of this formula, charge and spin), in order: 272.4 543.2 506.7 236.4 224.3 167.4, all in kJ/mol.
Values of E, in order: -8337.63820 -8334.83111 -8335.20907 -8338.01062 -8338.13687 -8338.72664, all in eV.
Values of F_max, in order: 1.706 2.948 0.348 1.078 1.520 0.492, all in eV/Å.